No. 1
The following is a quantum chemistry calculation of a structure of composition C18H44AsINO21P2, from the Open Molecules 2025 dataset.

## Properties
**HOMO energy**: -0.15086 hartree
**HOMO-LUMO gap**: 0.219 Ha
**Charge**: -1
**Largest force on an atom**: 1.23 eV Å⁻¹
**Electronic energy**: -151384.5149 eV

Geometry (Å):
N  2.6590  -4.7816  2.5915
P  1.6615  -3.8163  1.8642
O  0.1820  -4.0211  2.5413
O  1.3797  -4.3281  0.3383
As  2.3133  -1.4356  2.0801
P  2.9262  -1.4683  -0.3004
O  4.3574  -2.2733  -0.3071
I  3.6187  0.9178  -0.6539
H  3.4464  -4.2896  2.9993
H  0.3037  -4.7085  3.2140
H  0.5042  -4.7216  0.2485
H  3.7686  -2.0240  2.4750
H  2.8292  0.0300  2.2982
H  0.8843  -0.9659  1.5961
H  1.8140  -1.5689  3.5556
H  4.7313  -2.3306  0.5930
C  0.1594  1.9791  -1.3874
O  -0.9674  2.7830  -0.9821
C  -1.7668  2.2015  -0.0936
O  -1.6486  1.1029  0.3725
O  -2.7509  3.0676  0.2037
C  -3.6885  2.5692  1.1601
H  0.7092  2.5758  -2.1092
H  0.8046  1.7503  -0.5440
H  -0.1793  1.0565  -1.8549
H  -3.1924  2.3435  2.1024
H  -4.1813  1.6744  0.7838
H  -4.4166  3.3630  1.3027
C  -1.0807  5.7240  -0.6831
O  -0.3372  6.4525  -1.6759
C  -1.0228  7.3952  -2.3037
O  -2.1756  7.6908  -2.1176
O  -0.2124  7.9782  -3.1966
C  -0.8312  9.0208  -3.9516
H  -0.3923  5.0040  -0.2632
H  -1.4252  6.4035  0.0959
H  -1.9215  5.2104  -1.1352
H  -1.1683  9.8249  -3.2997
H  -1.6727  8.6348  -4.5246
H  -0.0747  9.3952  -4.6364
C  2.5412  7.4602  -6.3834
O  3.2920  8.1698  -7.3757
C  2.6067  9.1207  -8.0008
O  1.4575  9.4188  -7.7979
O  3.4099  9.6982  -8.8971
C  2.7930  10.7483  -9.6451
H  3.2144  6.7245  -5.9547
H  2.1993  8.1371  -5.6031
H  1.6912  6.9521  -6.8344
H  2.4652  11.5489  -8.9844
H  1.9441  10.3690  -10.2111
H  3.5572  11.1162  -10.3234
C  7.0111  -2.4032  -1.7747
O  8.2271  -3.1763  -1.7818
C  9.0403  -2.9361  -0.7663
O  8.8647  -2.1511  0.1288
O  10.1197  -3.7237  -0.8952
C  11.0790  -3.5634  0.1485
H  6.4549  -2.7085  -2.6552
H  6.4182  -2.6033  -0.8910
H  7.2385  -1.3405  -1.8365
H  10.6431  -3.8122  1.1147
H  11.4573  -2.5426  0.1719
H  11.8867  -4.2530  -0.0822
C  -2.8048  -8.6618  6.2712
O  -2.1689  -7.7632  5.3609
C  -2.9642  -6.8121  4.8758
O  -4.1353  -6.6769  5.1475
O  -2.2633  -6.0506  4.0535
C  -2.9934  -4.9723  3.4504
H  -2.0365  -9.3671  6.5736
H  -3.1804  -8.1253  7.1408
H  -3.6222  -9.1893  5.7824
H  -3.3705  -4.2960  4.2152
H  -3.8168  -5.3577  2.8512
H  -2.2808  -4.4504  2.8185
C  -11.1074  -4.9285  3.4034
O  -9.8877  -5.6391  3.1904
C  -8.9942  -5.5009  4.1783
O  -9.1633  -4.8481  5.1767
O  -7.9135  -6.1985  3.8650
C  -6.8526  -6.1432  4.8374
H  -11.7248  -5.1318  2.5330
H  -11.6069  -5.2815  4.3041
H  -10.9210  -3.8589  3.4845
H  -7.2002  -6.5403  5.7899
H  -6.5085  -5.1195  4.9655
H  -6.0417  -6.7526  4.4649

No. 2
The following is a quantum chemistry calculation of a structure of composition C18H44ClF5OP2TeTi, from the Open Molecules 2025 dataset.

## Properties
**HOMO energy (alpha / beta)**: -0.22684 / -0.21062 hartree
**Energy above the lowest of the compared OMol25 structures with the same formula, charge and spin**: 0.00 kJ/mol
**HOMO-LUMO gap (alpha / beta)**: 0.218 / 0.202 Ha
**Charge**: 0
**Largest force on an atom**: 3.12 eV Å⁻¹
**Electronic energy**: -96525.5076 eV

Geometry (Å):
Ti  -1.3537  -1.2919  1.4166
P  -0.5112  -3.1770  -0.2366
C  0.6337  -3.4416  -1.6248
C  -0.0161  -4.1797  1.1951
C  -2.1892  -3.4016  -0.8552
C  1.8111  -2.4558  -1.6048
H  0.0016  -3.1968  -2.4956
C  1.0902  -4.9028  -1.7169
H  1.6943  -5.1931  -0.8462
H  1.7067  -5.0294  -2.6141
H  0.2562  -5.6096  -1.7970
H  1.4660  -1.4128  -1.6169
H  2.4111  -2.6220  -2.5102
H  2.4581  -2.5929  -0.7298
H  -2.2204  -2.6793  -1.6910
C  -3.3263  -3.0560  0.1152
C  -2.3327  -4.8141  -1.4368
H  -1.7139  -4.9514  -2.3297
H  -3.3786  -4.9787  -1.7200
H  -2.0705  -5.5965  -0.7122
H  -3.1092  -2.2651  0.8831
H  -3.6778  -3.9496  0.6469
H  -4.1467  -2.6566  -0.5014
C  1.4350  -3.8881  1.6080
H  -0.0869  -5.2229  0.8471
C  -0.9780  -3.9742  2.3616
H  2.1679  -4.1459  0.8347
H  1.6666  -4.4792  2.5056
H  1.5677  -2.8301  1.8763
H  -0.9867  -2.9137  2.7289
H  -0.6151  -4.5606  3.2187
H  -2.0010  -4.3139  2.1462
Cl  0.6412  -0.3015  1.9843
H  -0.2548  -1.7517  0.0307
H  -3.0054  0.1679  0.0621
P  0.4309  3.0971  -0.1887
C  -0.6939  3.9981  -1.3514
C  0.6227  4.1971  1.3043
C  2.0569  3.0569  -1.0659
C  -2.0495  3.2695  -1.3735
H  -0.2176  3.8490  -2.3349
C  -0.8565  5.4926  -1.1007
H  -1.3216  5.6983  -0.1303
H  -1.5121  5.8962  -1.8825
H  0.0941  6.0359  -1.1454
H  -1.9195  2.2109  -1.6263
H  -2.7009  3.7292  -2.1230
H  -2.5730  3.3160  -0.4095
H  1.7573  2.6608  -2.0520
C  2.9970  2.0181  -0.4168
C  2.7062  4.4275  -1.2568
H  2.1330  5.0687  -1.9393
H  3.6971  4.2685  -1.7028
H  2.8340  4.9563  -0.2999
H  2.4492  1.1463  -0.0295
H  3.5894  2.4620  0.3945
H  3.6978  1.6618  -1.1840
C  -0.6858  4.2368  2.1039
H  0.8444  5.2040  0.9079
C  1.7586  3.7289  2.2220
H  -1.5479  4.5694  1.5188
H  -0.5547  4.9323  2.9400
H  -0.9341  3.2549  2.5310
H  1.6972  2.6517  2.4298
H  1.6607  4.2559  3.1809
H  2.7473  3.9503  1.8084
F  -4.0719  3.1296  2.3299
Te  -3.3683  1.4367  2.8147
F  -2.4046  -1.4385  2.9128
F  -4.8704  0.8256  3.7608
F  -2.7738  2.3128  4.4767
F  -4.3862  0.8445  1.1493
O  -2.1084  -0.2439  0.1635

No. 3
The following is a quantum chemistry calculation of a cluster of 6 separate species, C18H44F7N10O8P2S in total, from the Open Molecules 2025 dataset.

## Properties
**HOMO energy**: -0.42332 hartree
**Energy above the lowest of the compared OMol25 structures with the same formula, charge and spin**: 0.00 kJ/mol
**HOMO-LUMO gap**: 0.278 Ha
**Charge**: +1
**Largest force on an atom**: 2.70 eV Å⁻¹
**Electronic energy**: -99093.2366 eV

Geometry (Å):
C  0.7568  5.4724  -0.4519
C  -0.0382  4.3033  0.1324
C  -1.3884  4.1359  -0.5490
C  -2.0541  2.7990  -0.1007
P  -2.1598  1.5621  -1.4300
C  -0.4235  1.1393  -1.7884
O  -0.3421  0.3120  -2.8906
C  1.0077  0.3570  -3.4051
C  1.9794  -0.1719  -2.3685
C  1.4438  -1.4528  -1.7166
P  -2.9805  -0.3145  -0.7353
C  -3.1107  -0.2585  1.0835
C  -4.5256  -0.8242  -1.5442
S  -2.9474  2.3761  -3.2892
O  -3.6901  1.3857  -4.0023
O  -1.7748  2.8405  -3.9696
C  -4.0214  3.9195  -3.1069
F  -3.1649  4.9516  -2.9694
F  -4.6370  4.0314  -4.2969
C  -5.0734  4.0382  -1.9576
F  -4.5054  4.5426  -0.8430
F  -5.9755  4.9443  -2.3905
C  -5.8785  2.7570  -1.5737
F  -5.2190  2.1093  -0.5990
F  -7.0629  3.1322  -1.0782
F  -6.0809  1.9625  -2.6190
H  1.4147  5.8726  0.3063
H  1.3771  5.1442  -1.2773
H  0.1038  6.2606  -0.8051
H  0.5416  3.3929  0.0085
H  -0.1708  4.4373  1.2015
H  -2.0516  4.9568  -0.3260
H  -1.1793  4.0810  -1.6130
H  -3.0127  2.9117  0.3869
H  -1.3962  2.3204  0.6221
H  0.1227  2.0754  -1.9248
H  -0.0986  0.6775  -0.8509
H  1.2492  1.3808  -3.6841
H  1.0200  -0.2384  -4.3073
H  2.2179  0.5656  -1.6071
H  2.9113  -0.3987  -2.8724
H  0.4110  -1.3288  -1.4176
H  1.5320  -2.3003  -2.3875
H  2.0306  -1.6887  -0.8383
H  -2.9912  0.7273  1.5103
H  -2.2627  -0.8365  1.4349
H  -4.0066  -0.7389  1.4521
H  -5.4219  -0.3937  -1.1188
H  -4.5906  -1.8934  -1.3761
H  -4.5191  -0.6670  -2.6143
C  -0.1939  -3.5279  -4.7719
O  0.9516  -3.8390  -4.4972
N  -0.7945  -2.4283  -4.2157
N  -0.9620  -4.2419  -5.6492
H  -1.7310  -2.1360  -4.4168
H  -0.2470  -1.8915  -3.5728
H  -0.5443  -5.0497  -6.0703
H  -1.9036  -3.9999  -5.8884
C  -0.1527  -1.6653  3.9100
O  -0.6359  -0.9167  3.0438
N  -0.4370  -1.5382  5.2252
N  0.7140  -2.6564  3.5767
H  -0.0378  -2.1270  5.9305
H  -1.0408  -0.7883  5.5149
H  0.9716  -2.7499  2.6094
H  1.1271  -3.2742  4.2484
C  3.6734  -2.8259  1.7910
O  2.5543  -3.0701  1.3663
N  4.8045  -3.1121  1.0767
N  3.8842  -2.2505  3.0118
H  5.7344  -2.9144  1.4035
H  4.6858  -3.5351  0.1750
H  3.0752  -2.0305  3.5616
H  4.7946  -2.0449  3.3789
C  -0.0148  2.1026  5.4730
O  -0.2856  1.3157  6.3668
N  0.0586  1.7200  4.1617
N  0.2244  3.4272  5.7228
H  0.2634  2.3578  3.4178
H  -0.1061  0.7402  3.9417
H  0.1723  3.7310  6.6766
H  0.4488  4.0944  5.0113
C  7.6947  -5.7119  2.4430
O  8.2658  -4.6427  2.5856
N  6.3448  -5.7756  2.2292
N  8.3499  -6.9097  2.4825
H  5.8307  -6.6260  2.1035
H  5.8631  -4.8986  2.1968
H  9.3397  -6.8853  2.6369
H  7.8962  -7.7949  2.3669